Record 1
ORCA calculation (ωB97M-V with the def2-TZVPD basis set) on a single C5H6N2O molecule.

Geometry as ORCA input:
```
! RIJCOSX wB97M-V def2-TZVPD def2/J DEFGRID3
* xyz 0 1
N 3.6076 -0.4657 -0.4698
C 2.4035 -0.0751 -0.2300
C 1.1895 0.2350 0.3182
O 0.2454 1.3144 -0.0655
C -1.1760 0.9408 -0.3831
C -0.7707 -0.3311 -0.7788
N -1.0977 -1.6688 -0.3227
C 0.0556 -0.8304 0.5700
H 1.4785 0.7390 1.2211
H -1.7158 1.8496 -1.0695
H -1.7012 1.1113 0.7931
H -0.1047 -0.5033 -1.5030
H -1.7878 -1.6454 0.4754
H -0.6264 -0.6702 1.4447
*
```

Highest occupied orbital energy = -8.859 eV
SMILES = N#C[C@H]1OC[C@@H]2N[C@H]21
Relative energy (zero: lowest compared OMol25 entry of this formula, charge and spin) = 208.3 kcal per mole
Frontier orbital gap = 9.14 eV

Atom charges from the Löwdin analysis, given in e for atoms 1 to 5:
1 N 0.154
2 C -0.113
3 C -0.308
4 O -0.183
5 C -0.133

***

Record 2
ORCA calculation (ωB97M-V with the def2-TZVPD basis set) on a molecular structure, C3H4O3.

Geometry as ORCA input:
```
! RIJCOSX wB97M-V def2-TZVPD def2/J DEFGRID3
* xyz 0 1
O -0.2198 -0.7509 -1.5965
C 0.3651 0.0646 -0.6365
C 0.8420 -0.4192 0.7384
O 0.9117 0.5593 1.4733
C -0.7305 0.7466 0.2002
O -1.4079 -0.1263 0.7331
H -1.0380 -1.0763 -1.1860
H 1.1832 0.6229 -1.1055
H 1.0466 -1.4376 1.0951
H -0.9523 1.8169 0.2843
*
```

Highest occupied orbital energy = -10.066 eV
Relative energy (zero: lowest compared OMol25 entry of this formula, charge and spin) = 73.3 kcal per mole
Frontier orbital gap = 10.53 eV

Atom charges from the Löwdin analysis, given in e for atoms 1 to 5:
1 O 0.006
2 C -0.284
3 C -0.153
4 O 0.053
5 C -0.207

***

Record 3
ORCA calculation (ωB97M-V with the def2-TZVPD basis set) on a single C22H15F4N molecule.

Geometry as ORCA input:
```
! RIJCOSX wB97M-V def2-TZVPD def2/J DEFGRID3
* xyz 0 1
C -4.0500 4.0629 -1.7713
C -3.5593 3.7185 -0.3603
C -4.4787 2.8711 0.3788
N -5.0857 2.0259 0.9160
C -3.3441 5.1039 0.4316
C -2.7283 6.1941 -0.1705
C -2.3492 7.3129 0.5787
C -2.6483 7.3822 1.9392
C -3.3935 6.3469 2.5290
C -3.7576 5.2153 1.7636
C -2.4425 2.6907 -0.2631
C -1.7989 2.3956 1.1258
C -2.0394 1.2766 1.9325
C -1.6047 1.3172 3.2607
F -1.9276 0.2682 4.0876
C -0.9538 2.4030 3.8234
C -0.6531 3.4383 2.9414
F -0.0517 4.5593 3.4543
C -1.0117 3.4342 1.6089
C -2.4489 1.3880 -1.1820
C -2.0665 1.5886 -2.5146
C -2.3705 0.6227 -3.4603
F -2.1882 0.9138 -4.7914
C -2.9412 -0.6097 -3.1488
C -3.0947 -0.8484 -1.7858
F -3.5905 -2.0797 -1.4208
C -2.8626 0.1079 -0.7964
H -3.5370 4.9061 -2.2320
H -3.8283 3.1711 -2.3371
H -5.1194 4.2942 -1.8566
H -2.4702 6.1831 -1.2184
H -1.7995 8.1277 0.1129
H -2.3580 8.2462 2.5500
H -3.6961 6.3755 3.5924
H -4.3221 4.4102 2.2689
H -1.8525 3.4172 -0.7817
H -2.7137 0.4854 1.6446
H -0.6490 2.4211 4.8614
H -0.8535 4.3184 0.9946
H -1.7017 2.5662 -2.8352
H -3.1689 -1.3530 -3.8981
H -3.1993 -0.1200 0.2086
*
```

Highest occupied orbital energy = -9.452 eV
SMILES = C[C@](C#N)(c1ccccc1)C(c1cc(F)cc(F)c1)c1cc(F)cc(F)c1
Frontier orbital gap = 9.86 eV

Atom charges from the Löwdin analysis, given in e for atoms 1 to 5:
1 C 0.011
2 C -0.363
3 C -0.205
4 N 0.212
5 C -0.152

***

Record 4
ORCA calculation (ωB97M-V with the def2-TZVPD basis set) on a molecular structure, C24H19ClCoN2S4SbSe4.

Geometry as ORCA input:
```
! RIJCOSX wB97M-V def2-TZVPD def2/J DEFGRID3
* xyz -1 2
Co 0.4380 0.3968 -0.0996
S 2.2696 0.4486 -1.3520
C 2.4704 -1.2723 -1.5575
C 3.7303 -1.8264 -1.7893
C 3.8619 -3.1824 -2.0098
C 2.7439 -4.0121 -2.0238
C 1.4895 -3.4724 -1.8256
C 1.3710 -2.1074 -1.5766
S -0.2245 -1.3329 -1.4110
C -0.9008 -2.2142 0.0454
C -1.6863 -1.2390 0.8632
C -2.8353 -1.5918 1.5571
C -3.4563 -0.6443 2.3531
C -2.9391 0.6413 2.4173
C -1.8274 0.9460 1.6521
C -1.2438 2.3292 1.5809
S 0.5655 2.3165 1.4138
C 0.9546 1.5073 2.9416
C 0.8521 2.2339 4.1309
C 1.1025 1.6236 5.3431
C 1.4712 0.2764 5.3523
C 1.5834 -0.4350 4.1770
C 1.3345 0.1657 2.9281
S 1.5741 -0.7618 1.4704
N -1.2202 0.0152 0.9147
H 4.5914 -1.1716 -1.8130
H 4.8446 -3.5977 -2.1945
H 2.8485 -5.0700 -2.2217
H 0.6030 -4.0879 -1.8929
H -0.0416 -2.5836 0.6042
H -1.5320 -3.0500 -0.2599
H -3.2045 -2.6062 1.4946
H -4.3362 -0.9070 2.9266
H -3.3991 1.4059 3.0288
H -1.5177 2.9089 2.4611
H -1.6116 2.8535 0.6951
H 0.5786 3.2827 4.0880
H 1.0227 2.1838 6.2657
H 1.6684 -0.2208 6.2941
H 1.8666 -1.4803 4.1936
Cl 0.2438 5.3042 -2.6684
C -0.5762 3.8172 -2.3398
C -1.8898 3.6309 -2.7240
C -2.4908 2.4240 -2.4147
C -1.7692 1.4730 -1.7213
N -0.4998 1.6626 -1.3530
C 0.0986 2.8105 -1.6771
H -2.4147 4.4021 -3.2714
H -3.5086 2.2150 -2.7108
H -2.2068 0.5144 -1.4782
H 1.1440 2.9185 -1.4223
Se 2.0986 -2.9703 -5.5044
Sb 0.0500 -1.7610 -5.1522
Se -1.6005 -2.8571 -3.6463
Se -1.0248 -0.7116 -7.0554
Se 0.4863 0.4594 -4.0261
*
```

Highest occupied orbital energy (alpha / beta) = -3.692 / -3.652 eV
⟨S²⟩ = 0.765
Relative energy (zero: lowest compared OMol25 entry of this formula, charge and spin) = 35.1 kcal per mole
Frontier orbital gap (alpha / beta) = 5.10 / 5.03 eV

Atom charges from the Löwdin analysis, given in e for atoms 1 to 5:
1 Co -0.239
2 S 0.638
3 C -0.684
4 C -0.098
5 C -0.090

***

Record 5
ORCA calculation (ωB97M-V with the def2-TZVPD basis set) on 2 unconnected molecules or ions with the total composition C3H11N2.

Geometry as ORCA input:
```
! RIJCOSX wB97M-V def2-TZVPD def2/J DEFGRID3
* xyz 0 2
C -1.9195 -0.5197 1.0438
N -0.5075 -0.2071 1.5391
H -1.8515 -1.1503 0.1679
H -2.5334 -1.0362 1.8214
H -2.3820 0.3859 0.7345
H -0.5662 0.5410 2.2645
H 0.3259 -0.7177 0.2851
H -0.2185 -1.0064 2.1346
C 0.5613 1.2665 -1.2084
C 2.0115 -0.6107 -1.1453
N 0.9256 -0.1096 -0.6467
H -0.2693 1.7802 -0.7674
H 0.3843 1.1805 -2.2852
H 1.4716 1.8540 -1.1655
H 2.3467 -1.5194 -0.6777
H 2.2210 -0.1309 -2.0950
*
```

Highest occupied orbital energy (alpha / beta) = -4.482 / -9.006 eV
⟨S²⟩ = 0.753
Relative energy (zero: lowest compared OMol25 entry of this formula, charge and spin) = 51.1 kcal per mole
Frontier orbital gap (alpha / beta) = 5.22 / 9.73 eV

Atom charges from the Löwdin analysis, given in e for atoms 1 to 5:
1 C -0.130
2 N -0.102
3 H 0.062
4 H 0.078
5 H 0.053

***

Record 6
ORCA calculation (ωB97M-V with the def2-TZVPD basis set) on a molecular structure, CHNO3.

Geometry as ORCA input:
```
! RIJCOSX wB97M-V def2-TZVPD def2/J DEFGRID3
* xyz 0 1
C 0.9214 0.7980 1.6824
N 0.3919 -0.2497 1.3166
O 2.5966 2.1214 1.3687
O 1.4455 1.5420 2.4251
O 0.4700 0.1290 -0.2736
H -0.3261 0.5490 -0.6088
*
```

Highest occupied orbital energy (alpha / beta) = -10.990 / -11.102 eV
Relative energy (zero: lowest compared OMol25 entry of this formula, charge and spin) = 163.4 kcal per mole
Frontier orbital gap (alpha / beta) = 8.87 / 8.99 eV

Atom charges from the Löwdin analysis, given in e for atoms 1 to 5:
1 C -0.278
2 N 0.195
3 O -0.066
4 O 0.101
5 O -0.031

***

Record 7
ORCA calculation (ωB97M-V with the def2-TZVPD basis set) on a single C3H6N2O3 molecule.

Geometry as ORCA input:
```
! RIJCOSX wB97M-V def2-TZVPD def2/J DEFGRID3
* xyz 0 1
H 1.1183 0.7698 2.5466
N 0.9142 0.7884 1.5511
C -0.1871 0.2791 1.2111
O -0.9654 -0.5106 1.9591
C -0.5295 0.3484 -0.2650
N -1.2566 -0.8567 -0.6316
C 0.8587 0.6012 -0.9422
O 1.1742 1.6227 -1.4899
O 1.5420 -0.5482 -1.0777
H -1.6283 -0.9186 1.3722
H -1.1425 1.2368 -0.4444
H -1.6366 -0.7753 -1.5725
H -0.6146 -1.6510 -0.6314
H 2.3531 -0.3859 -1.5853
*
```

Highest occupied orbital energy = -9.979 eV
SMILES = [H]/N=C(\O)[C@H](N)C(=O)O
Relative energy (zero: lowest compared OMol25 entry of this formula, charge and spin) = 23.4 kcal per mole
Frontier orbital gap = 10.56 eV

Atom charges from the Löwdin analysis, given in e for atoms 1 to 5:
1 H 0.076
2 N 0.179
3 C -0.464
4 O 0.085
5 C -0.226

***

Record 8
ORCA calculation (ωB97M-V with the def2-TZVPD basis set) on a single C3H6N2O2 molecule.

Geometry as ORCA input:
```
! RIJCOSX wB97M-V def2-TZVPD def2/J DEFGRID3
* xyz 0 1
H 0.7079 1.4562 -3.1878
N 0.7074 1.2308 -2.1956
C -0.3732 0.6415 -1.9029
O -0.7224 0.2159 -0.6826
C 0.1892 0.4538 0.3555
C 0.1878 -0.4627 1.3304
N -0.3429 -1.7272 1.1767
O 0.7566 -0.2374 2.5454
H -1.2025 0.3910 -2.5644
H 0.8969 1.2712 0.2605
H -0.8623 -2.1109 1.9517
H -0.8060 -1.8413 0.2850
H 0.8635 0.7191 2.6282
*
```

Highest occupied orbital energy = -7.898 eV
SMILES = [H]/N=C/O/C=C(\N)O
Relative energy (zero: lowest compared OMol25 entry of this formula, charge and spin) = 57.7 kcal per mole
Frontier orbital gap = 8.71 eV

Atom charges from the Löwdin analysis, given in e for atoms 1 to 5:
1 H 0.049
2 N 0.109
3 C -0.325
4 O -0.056
5 C -0.096

***

Here are the calculated E numbers, same order: -378.53897; -342.33909; -1301.49270; -14317.29699; -230.25161; -318.85908; -453.16377; -377.86744 (hartree).